[1]
90
Properties=species:S:1:pos:R:3:forces:R:3:lowdin_charge:R:1 method="wB97M-V/def2-TZVPD" charge=+2 lumo_ev=-7.9 e_tot_ha=-2196.55052 relative_energy_ev=4.5223 homo_energy_ha=-0.4898 orbital_gap_ev=5.48
Ir 0.3732 -0.4607 0.0440 0.64 3.06 0.31 0.76
Sb -0.6964 2.6072 -3.4917 0.32 0.01 -0.16 1.34
Sb -0.0849 -1.9987 -1.9999 -0.05 -0.42 0.60 1.37
S 3.1003 0.3173 -1.9749 -0.38 -0.22 -0.11 0.68
C 4.0665 1.8215 -2.2074 0.04 0.07 -0.06 -0.37
C 1.5017 -2.9448 -2.9972 0.35 -0.08 0.20 -0.27
C -2.7896 -1.2143 1.8080 0.02 0.00 0.19 -0.03
C -2.3229 3.9692 -3.4550 -0.32 0.11 -0.06 -0.34
C -0.9373 1.8788 2.7955 -0.21 -0.05 0.31 -0.53
C -5.0529 -0.1267 -2.8507 0.02 0.30 0.16 -0.05
C -1.4400 -1.6792 2.3877 -0.04 0.34 0.16 -0.53
C -0.1508 3.1630 3.0830 0.23 0.04 0.16 -0.05
C 3.8565 -0.3053 3.7519 -0.15 0.02 0.11 0.00
C 1.3544 0.8991 2.5483 0.84 -0.15 -0.48 0.06
C 1.0372 -1.2777 1.7974 0.48 -0.79 0.58 -0.24
C 0.3852 3.6626 -1.9718 0.09 0.19 0.04 -0.34
C -1.4495 -3.5541 -1.6790 -0.14 -0.17 0.10 -0.27
C -2.3944 -0.7165 -3.4035 0.24 -0.44 -0.77 -0.32
C -1.1649 -3.0882 1.8280 0.08 -0.04 0.26 -0.06
C -1.6279 1.2834 -2.0228 0.24 -0.88 0.10 -0.36
C 3.9071 -1.9018 1.7884 -0.04 -0.09 -0.01 -0.03
C 2.0399 -0.2989 2.1602 -0.67 -0.31 -0.23 -0.10
C -0.9761 -1.0683 -3.7012 0.01 0.01 0.17 -0.28
C -1.8221 1.5872 4.0331 0.04 0.09 -0.05 -0.01
C -3.4276 -1.4772 -3.9603 0.21 -0.22 -0.05 -0.04
C 3.4908 -0.5031 2.2557 0.47 0.08 -0.44 -0.54
C 0.0009 0.7363 2.5019 -0.92 -0.85 -0.61 -0.04
C -0.2707 -0.7212 2.0511 -0.87 -0.59 -0.64 -0.23
C 4.2180 -0.8771 -2.7400 0.14 -0.07 0.03 -0.38
C -4.0265 0.6336 -2.3064 -0.33 0.14 0.15 -0.03
C -4.7512 -1.1850 -3.6936 -0.04 -0.14 -0.07 -0.06
C -1.8099 2.1595 1.5742 -0.32 -0.10 -0.09 -0.03
C -2.6877 0.3598 -2.5849 0.35 0.75 0.78 -0.30
C -1.5227 -1.8137 3.9205 0.05 -0.03 0.13 -0.01
C 4.2130 0.5767 1.4063 0.04 0.09 0.21 -0.02
H 1.8568 1.8048 2.8739 -0.08 -0.23 -0.21 0.13
H -2.3812 -3.1463 -1.2836 0.07 -0.05 -0.06 0.03
H -0.3426 -0.2422 -4.0249 -0.05 0.03 0.07 0.02
H -0.8889 -1.8790 -4.4265 -0.08 0.06 -0.10 0.08
H 1.0276 -3.6080 -3.7206 0.08 -0.01 -0.01 0.03
H -1.0367 -4.2816 -0.9797 -0.06 0.02 -0.14 0.02
H 5.2892 0.4490 1.5441 -0.07 0.06 0.01 0.11
H -3.1890 -0.3288 2.3072 0.08 -0.13 -0.07 0.07
H -4.2661 1.4729 -1.6559 0.00 -0.13 -0.09 0.12
H 0.9495 4.4804 -2.4338 -0.06 -0.18 0.11 0.01
H -1.9817 4.9202 -3.8775 -0.12 -0.16 0.07 0.02
H -5.5420 -1.7766 -4.1420 0.09 0.06 0.05 0.12
H 2.1320 -3.5211 -2.3159 -0.10 0.05 -0.14 0.03
H -1.6270 -4.0213 -2.6475 -0.06 -0.04 0.05 0.03
H -1.2274 1.2808 4.8998 -0.04 0.08 -0.12 0.10
H 4.9961 -1.9829 1.8206 -0.11 -0.01 -0.01 0.10
H 5.1069 1.6194 -1.9450 -0.10 0.03 0.01 0.05
H -1.1736 2.3707 0.7200 0.07 0.13 -0.22 0.06
H 4.0054 2.1689 -3.2375 0.01 -0.02 0.05 0.05
H -2.6680 4.1324 -2.4274 0.08 -0.01 -0.20 0.01
H 2.0951 -2.1833 -3.5049 -0.17 -0.19 -0.03 0.00
H -2.4762 1.3342 1.3159 0.11 0.09 0.03 0.07
H 4.9298 -0.4786 3.8534 -0.08 0.02 0.02 0.11
H -0.5955 -2.2454 4.3222 -0.19 0.08 -0.08 0.10
H -2.5831 0.8312 3.8460 0.09 0.11 -0.03 0.07
H 0.4586 3.0842 3.9927 -0.12 0.02 -0.16 0.10
H 3.3285 -1.0149 4.4001 0.11 0.08 -0.14 0.10
H 3.6778 2.5865 -1.5400 -0.05 0.04 0.00 0.03
H 3.4978 -2.6897 2.4349 0.08 0.19 -0.12 0.10
H 3.5836 -2.0918 0.7556 0.07 0.08 0.18 0.09
H 3.9468 1.5954 1.7188 0.08 -0.23 0.00 0.10
H -3.1456 3.5825 -4.0639 0.11 0.14 0.10 0.01
H 3.6350 0.7095 4.1011 0.08 -0.17 -0.10 0.09
H -2.7182 -1.0029 0.7375 0.03 -0.02 -0.02 0.07
H 0.4967 3.4499 2.2460 -0.12 -0.02 0.10 0.10
H -1.7005 -0.8612 4.4248 0.03 -0.26 -0.12 0.06
H -3.1815 -2.3053 -4.6256 -0.03 0.18 0.13 0.12
H -0.9010 -3.0722 0.7737 -0.02 0.07 0.00 0.02
H -0.3098 4.0962 -1.2467 0.07 -0.09 -0.05 0.01
H 1.0846 2.9945 -1.4642 0.01 0.03 0.00 -0.03
H 4.2452 -0.7477 -3.8223 0.00 -0.01 0.06 0.06
H 3.9746 0.4663 0.3450 0.04 -0.06 0.27 0.01
H -3.5243 -2.0159 1.9444 0.11 0.16 -0.01 0.10
H -0.8649 3.9696 3.2442 0.05 0.02 -0.01 0.10
H 3.8659 -1.8802 -2.4994 0.15 0.16 0.00 0.01
H -2.0756 -3.6855 1.9363 0.17 0.07 0.00 0.11
H 5.2240 -0.7522 -2.3329 -0.12 -0.01 -0.02 0.05
H -0.3724 -3.6086 2.3804 -0.15 0.12 -0.10 0.10
H 1.2302 -2.3363 1.7474 0.18 0.02 0.28 0.11
H -6.0865 0.1154 -2.6266 0.13 -0.01 -0.01 0.12
H -2.0936 1.9619 -1.3233 0.00 0.05 0.42 0.03
H -2.3371 2.5148 4.2946 0.03 -0.08 -0.01 0.10
H -2.3455 -2.4884 4.1803 0.13 0.08 -0.02 0.11
H -2.4177 3.0448 1.7820 0.02 -0.11 -0.07 0.11
H -0.7238 0.7686 -1.4701 -0.76 0.27 -0.43 -0.02

[2]
110
Properties=species:S:1:pos:R:3:forces:R:3:lowdin_charge:R:1 method="wB97M-V/def2-TZVPD" charge=-1 lumo_ev=1.7 e_tot_ha=-3140.68602 relative_energy_ev=0.0000 homo_energy_ha=-0.1879 orbital_gap_ev=6.81
P 1.2702 3.6285 0.7210 -0.12 -0.09 -0.35 0.86
O -4.1154 -1.9737 4.0636 -0.04 -0.12 0.03 0.18
O 2.6661 0.5862 0.9662 -0.23 -0.05 0.38 -0.02
O 0.9145 -6.6046 -1.0456 0.00 0.00 0.00 0.09
O -2.9217 -2.8660 0.5966 -0.30 -0.09 0.17 -0.06
O -1.7318 0.3131 -4.7596 -0.01 -0.11 -0.05 0.04
O -4.8606 -3.7794 5.2065 -0.01 0.04 0.02 0.09
O 4.6575 5.3982 -5.1253 0.02 -0.09 0.13 0.14
O 5.6234 3.5732 -4.2243 0.03 0.04 0.01 0.05
O 0.3872 -0.2681 -1.2650 -0.01 -0.07 -0.02 -0.09
O -0.4129 -8.1234 -1.9736 0.02 -0.03 0.05 0.05
O 4.4232 4.9211 -2.9339 -0.02 -0.01 0.06 0.09
O 1.7210 -8.6643 -1.4900 -0.10 0.09 0.00 0.15
O -1.3752 4.4062 1.2232 -0.22 -0.02 0.07 -0.22
O 1.5488 4.8990 1.4417 0.67 -0.34 -0.63 -0.41
O -1.4334 -1.5318 -1.5158 0.04 -0.12 -0.04 -0.09
O 2.0072 2.0987 2.6288 -0.03 0.00 -0.02 0.00
O -0.2210 2.0563 2.4161 -0.11 -0.04 0.22 -0.06
O -3.1244 1.0490 -6.3196 -0.01 0.02 0.01 0.08
O -4.0964 -4.0257 3.1380 0.01 0.08 0.02 0.03
O -3.9113 -0.2477 -4.6466 0.12 0.08 -0.09 0.16
N 2.0216 -2.2767 2.1732 0.02 -0.20 -0.06 0.01
C -4.3334 -3.1370 4.1425 -0.01 0.04 -0.10 -0.55
C 0.9433 0.8823 -0.6411 -0.02 0.10 0.03 -0.12
C 4.6644 3.7286 -2.1367 -0.03 -0.07 -0.11 -0.31
C -0.9152 0.8784 -5.7898 0.04 0.00 -0.05 -0.08
C 4.5760 1.6323 2.3769 0.01 -0.07 0.29 -0.12
C 1.2690 0.7356 0.8755 0.19 -0.13 -0.51 -0.39
C -1.4357 2.0979 1.7045 0.00 -0.07 -0.10 -0.19
C -1.2531 -7.0300 -1.5884 -0.03 0.04 0.04 -0.10
C 0.8349 -7.8683 -1.4987 0.07 -0.09 -0.01 -0.57
C -4.2655 -5.3458 3.6591 0.10 -0.05 0.09 -0.08
C -0.6354 -4.7854 -0.5056 0.05 -0.07 0.07 -0.01
C 1.0511 -1.8182 1.1759 -0.01 0.04 0.03 -0.25
C -0.2370 5.5147 3.1158 -0.24 0.21 0.48 -0.10
C 4.6914 3.1170 2.6044 -0.96 -0.42 -0.44 -0.22
C -1.8953 1.7878 -6.5058 0.00 0.01 0.09 -0.32
C -3.3395 -1.6548 -0.0101 0.11 0.04 0.02 -0.22
C -0.2708 -5.8814 -1.4673 -0.04 -0.07 -0.09 -0.30
C -1.1707 5.6331 1.9073 -0.10 0.32 0.23 -0.26
C 4.8755 4.7039 -4.1792 -0.01 0.05 -0.16 -0.58
C -5.1639 -6.0645 5.9670 0.08 0.00 0.01 -0.02
C 0.4841 -0.4318 1.5014 -0.12 -0.13 -0.15 -0.08
C -2.8404 -1.6496 -1.4381 -0.07 0.11 -0.10 -0.19
C 4.8542 4.0444 -0.6798 0.08 0.15 -0.03 -0.02
C -5.2380 -5.1120 4.8010 -0.03 0.02 -0.09 -0.32
C -2.0933 3.4304 1.9416 -0.23 0.07 0.14 -0.20
C 1.0068 2.0458 1.7081 0.24 0.17 0.05 -0.54
C 5.8589 3.1551 -2.8717 0.03 0.01 0.05 -0.09
C 5.7621 3.7587 3.0095 0.91 0.44 0.35 -0.04
C -0.9819 -0.2075 -1.5087 0.11 0.08 0.05 -0.26
C -3.0129 0.3139 -5.1894 -0.13 -0.03 0.05 -0.56
C -1.6438 2.0474 -7.9689 0.01 -0.07 -0.02 -0.02
B 3.0588 1.0244 2.3594 0.01 0.02 -0.12 -0.63
H -2.0653 3.6319 3.0179 -0.03 0.02 -0.04 0.13
H -1.2662 -4.0466 -0.9932 0.01 0.03 0.03 0.07
H 2.9284 0.1243 3.1867 -0.03 0.07 -0.11 0.10
H -1.1766 -5.1670 0.3611 0.06 -0.04 0.02 0.09
H 6.7879 3.6127 -2.5225 0.02 -0.05 0.02 0.13
H -0.5381 -0.3956 1.1072 0.02 0.02 0.13 0.10
H -6.2571 -5.0475 4.4082 -0.03 0.01 0.07 0.16
H -1.2095 1.1755 -8.4591 -0.05 -0.02 -0.01 0.09
H -2.0288 -6.8885 -2.3357 0.04 0.00 -0.04 0.14
H 3.7861 3.6995 2.4386 0.02 0.00 -0.02 0.08
H -3.1463 3.4068 1.6185 0.08 0.05 -0.01 0.13
H -3.0852 -2.5995 -1.9194 -0.09 0.00 0.09 0.13
H -2.0005 2.7248 -5.9517 -0.04 0.02 -0.05 0.16
H 5.9358 2.0723 -2.8353 -0.05 -0.01 -0.02 0.14
H -3.3000 -5.6987 4.0303 -0.01 -0.05 -0.03 0.14
H 5.1335 1.1355 3.1794 0.13 -0.01 -0.10 0.08
H -2.5820 2.2902 -8.4656 0.01 0.06 0.02 0.09
H 6.6946 3.2354 3.2077 0.00 0.02 0.04 0.05
H 0.4151 -0.3027 2.5820 0.12 -0.04 -0.03 0.14
H -3.3029 -2.9236 1.4837 0.16 0.04 -0.16 0.06
H 5.8688 4.3752 -0.4549 0.00 0.04 -0.06 0.09
H -2.9280 -0.7996 0.5412 -0.04 0.03 -0.07 0.11
H 5.7515 4.8291 3.1799 0.02 0.03 -0.02 0.04
H -1.4965 0.3744 -0.7279 0.02 -0.06 -0.04 0.11
H 0.1184 4.4881 3.2132 -0.07 0.18 0.14 0.07
H 0.6491 6.1341 2.9814 -0.21 -0.10 0.11 0.06
H -5.7863 -6.9387 5.7785 0.03 -0.02 -0.01 0.09
H -0.5729 0.0721 -6.4435 0.05 0.02 0.00 0.14
H -3.3488 -0.8639 -2.0121 0.11 0.02 0.01 0.12
H -0.0533 -5.4781 -2.4605 0.06 0.05 0.03 0.16
H 2.2106 -3.2619 2.0215 0.07 0.05 -0.03 0.05
H -1.7019 -7.2600 -0.6181 -0.05 0.02 -0.02 0.13
H 2.3248 3.1811 -0.0946 0.11 -0.03 -0.04 0.02
H 1.4417 -1.8047 0.1545 0.06 -0.07 0.05 0.11
H -0.0638 1.3808 -5.3397 -0.04 0.03 0.04 0.14
H -0.9640 2.8902 -8.0880 0.03 -0.02 -0.01 0.09
H 0.2279 3.7694 -0.2212 0.28 -0.13 -0.12 0.03
H 5.0916 1.3534 1.4461 -0.09 0.03 -0.04 0.09
H 3.7972 3.0769 -2.2834 -0.05 0.06 0.04 0.15
H 0.2815 1.7359 -0.8314 0.02 -0.04 -0.02 0.09
H -0.7233 5.8031 4.0497 -0.21 0.00 0.02 0.07
H -2.1481 6.0481 2.1978 0.04 -0.05 -0.02 0.11
H -4.6284 -6.0032 2.8743 -0.05 0.05 -0.02 0.14
H 2.8984 -1.7775 2.0645 -0.12 0.11 0.10 0.05
H -0.7461 6.2965 1.1567 0.05 -0.01 0.01 0.11
H -1.2904 1.9592 0.6283 -0.01 0.01 0.04 0.11
H -2.0901 1.2916 2.0610 0.12 0.01 0.01 0.13
H 0.2251 -2.5373 1.1865 -0.02 0.15 0.02 0.09
H 0.2586 -4.2719 -0.1542 -0.02 0.02 -0.11 0.08
H 4.6489 3.1549 -0.0910 0.03 -0.07 0.11 0.07
H -5.5286 -5.5710 6.8666 -0.06 -0.02 -0.01 0.09
H -1.1698 0.2501 -2.4909 -0.10 0.02 0.09 0.13
H -4.1405 -6.3942 6.1472 0.00 0.05 0.03 0.09
H -4.4330 -1.5520 -0.0212 0.03 -0.10 0.04 0.12
H 4.1623 4.8238 -0.3603 -0.06 -0.07 0.02 0.09
H 1.8929 1.0736 -1.1413 -0.01 0.02 0.02 0.13